{"formula": "C16H16ClN4O2ReS2Se", "method": "the ωB97M-V functional and the def2-TZVPD basis", "e_above_lowest_ev": 1.158, "mol_weight_g_mol": 661.08, "multiplicity": 4, "orbital_gap_ev": [5.841, 6.410], "charge": -1, "e_homo_ha": [-0.137, -0.158], "max_force_ha_per_bohr": 0.025, "species": ["Re", "C", "C", "C", "C", "N", "C", "S", "N", "H", "H", "H", "H", "H", "S", "C", "C", "N", "C", "H", "H", "H", "O", "H", "H", "O", "Cl", "C", "C", "C", "C", "C", "C", "C", "H", "H", "H", "H", "H", "H", "Se", "C", "N"], "xyz": [[-0.77580, -0.53021, -0.85782], [5.73588, -2.15048, 2.18578], [4.54934, -1.30296, 2.54416], [4.49641, -0.57302, 3.72369], [3.34194, 0.16446, 3.92914], [2.33078, 0.19171, 3.07745], [2.46758, -0.54825, 1.95776], [1.16769, -0.54174, 0.81984], [3.55116, -1.29028, 1.66844], [6.50986, -2.10151, 2.95167], [6.15390, -1.81783, 1.23501], [5.42264, -3.18760, 2.06221], [5.30566, -0.58005, 4.44034], [3.22205, 0.76267, 4.82862], [2.86419, -1.56298, -3.49961], [2.63202, 0.13144, -3.59133], [1.55893, 0.48727, -2.84373], [0.93561, -0.55979, -2.22205], [1.50789, -1.69934, -2.48549], [3.28168, 0.77099, -4.16302], [1.19437, 1.49025, -2.69511], [1.14915, -2.63602, -2.08836], [-1.69082, 0.70686, 0.75820], [-2.39298, 1.36279, 0.66900], [-1.41674, 0.56770, 1.67403], [-1.39875, -1.65623, -2.12005], [-7.03588, 2.76597, -0.01185], [-5.47194, 2.27492, -0.61635], [-4.46001, 3.20961, -0.72299], [-3.21752, 2.80765, -1.20616], [-2.97088, 1.48822, -1.58467], [-1.64113, 1.02948, -2.08390], [-4.01983, 0.56664, -1.45283], [-5.26051, 0.95009, -0.97596], [-4.63818, 4.23701, -0.43534], [-2.42248, 3.54001, -1.29298], [-0.97161, 1.89324, -2.16746], [-1.77005, 0.58253, -3.07086], [-3.83489, -0.46927, -1.71692], [-6.05812, 0.22729, -0.87248], [-2.00939, -2.51860, 0.68809], [-2.71505, -3.04968, 2.29350], [-3.20618, -3.43294, 3.27038]], "forces_ev_per_a": [[-0.038, 0.315, -0.674], [0.032, -0.002, 0.027], [-0.061, -0.011, -0.056], [0.017, 0.008, 0.021], [-0.054, 0.009, -0.029], [0.050, 0.039, 0.056], [-0.046, -0.025, 0.016], [0.118, 0.193, 0.019], [0.082, -0.031, 0.023], [-0.002, -0.001, -0.003], [-0.013, -0.014, -0.005], [0.000, 0.008, -0.017], [0.001, -0.002, 0.004], [0.001, 0.005, 0.005], [-0.031, 0.003, 0.022], [-0.094, 0.022, 0.086], [0.209, 0.061, 0.018], [-0.344, -0.132, 0.015], [0.032, -0.003, -0.028], [-0.002, -0.011, -0.003], [-0.038, -0.018, 0.008], [-0.027, 0.003, -0.024], [0.092, 0.187, 0.134], [-0.045, -0.059, 0.049], [-0.010, -0.135, -0.018], [0.151, 0.011, 0.717], [0.018, -0.004, -0.011], [0.018, -0.010, -0.002], [-0.011, -0.051, 0.001], [0.035, -0.001, 0.073], [-0.150, -0.114, -0.070], [0.176, 0.097, 0.115], [-0.019, 0.012, -0.055], [0.016, 0.043, -0.012], [-0.002, 0.000, 0.002], [0.000, 0.000, -0.001], [-0.004, -0.005, 0.016], [0.119, -0.037, 0.021], [0.008, -0.005, 0.026], [0.001, -0.001, 0.013], [-0.415, -0.917, -0.816], [0.224, 0.623, 0.343], [0.004, -0.049, -0.009]], "nbo_charge": [1.309, -0.640, 0.258, -0.377, 0.087, -0.489, 0.294, -0.379, -0.502, 0.200, 0.224, 0.229, 0.207, 0.179, 0.463, -0.457, -0.019, -0.443, -0.083, 0.244, 0.229, 0.267, -0.915, 0.520, 0.536, -0.827, -0.030, -0.056, -0.240, -0.274, 0.073, -0.757, -0.231, -0.212, 0.220, 0.211, 0.181, 0.229, 0.252, 0.228, -0.283, 0.059, -0.486]}